Here is C4H20BClCrO4 as an isolated structure at a distorted geometry from the OMol25 dataset. Energies are from ωB97M-V/def2-TZVPD.

- E_HOMO (alpha / beta): 0.0034 / -0.1703 Ha
- Gap between HOMO and LUMO (alpha / beta): 3.09 / 7.68 eV
- E_LUMO (alpha / beta): 3.2 / 3.0 eV

```
! wB97M-V def2-TZVPD RIJCOSX def2/J DEFGRID3
* xyz -1 6
Cr -0.47766 -0.01031 -0.27990
Cl -2.02816 -2.23884 -0.11213
B 0.52423 1.92350 -0.58199
H 0.51108 1.79216 0.48890
H -0.48477 1.89855 -0.96348
H 0.91818 2.91404 -0.74894
H 1.17071 1.20920 -1.06788
C 0.23582 -1.28532 2.96938
O 0.40916 -0.53837 1.74758
H 1.13760 -1.87741 3.12532
H 0.06471 -0.66758 3.85097
H -0.53339 -2.05668 2.93191
H 1.21573 -0.03060 1.86260
C -0.21389 -0.26204 -3.55987
O -1.12173 -0.14459 -2.41657
H -0.07565 -1.30014 -3.86209
H -0.59579 0.35576 -4.37262
H 0.72937 0.18724 -3.24919
H -1.99474 0.11511 -2.71990
C 2.37481 -1.35403 -0.65453
O 1.02520 -1.42938 -1.08282
H 3.10697 -1.41156 -1.45996
H 2.57255 -0.45205 -0.07536
H 2.58021 -2.27478 -0.10851
H 0.90711 -2.38019 -1.14295
C -1.77760 1.75998 2.10282
O -2.01011 0.74230 1.08957
H -2.18563 2.75286 1.91359
H -2.28639 1.44347 3.01335
H -0.73877 1.86234 2.41660
H -2.95918 0.75751 0.94598
*
```

Here is the molecule BH4NS at a distorted geometry from the OMol25 dataset. Energies are from ωB97M-V/def2-TZVPD.

- E_HOMO: -0.3469 Ha
- Gap between HOMO and LUMO: 9.83 eV
- E_LUMO: 0.4 eV
- ΔE to the lowest compared entry with this formula, charge and spin: 2.116 eV

```
! wB97M-V def2-TZVPD RIJCOSX def2/J DEFGRID3
* xyz 0 1
B 0.46429 -0.24358 0.01366
N -0.39043 1.37239 -0.61986
S -0.37597 -1.77382 0.01476
H 1.50100 -0.03310 0.49116
H -0.37777 1.99861 0.17428
H -1.34885 1.10881 -0.82503
H 0.52773 -2.42930 0.75103
*
```

Here is C14H18KN3O2P as an isolated structure at a distorted geometry from the OMol25 dataset. Energies are from ωB97M-V/def2-TZVPD.

- E_HOMO: -0.3995 Ha
- Gap between HOMO and LUMO: 7.00 eV
- E_LUMO: -3.9 eV

```
! wB97M-V def2-TZVPD RIJCOSX def2/J DEFGRID3
* xyz 1 1
C -2.49275 -2.92185 -2.09403
C -1.07963 -3.27900 -1.38356
O -1.28965 -3.68814 0.03126
C -0.07487 -3.43876 0.76830
O 1.03476 -3.90011 0.23360
C -0.02413 -2.68835 2.19792
C -1.44748 -2.12751 2.68556
C -1.43853 -0.54531 3.02754
C -0.82103 0.32582 1.82077
C -1.10657 -0.20563 0.34063
C -0.47665 0.61158 -0.80816
C 0.40293 1.90934 -0.57164
N 0.94589 2.54236 -1.74344
C 1.74497 3.68190 -1.42176
P 2.56057 4.59146 -2.89522
N 3.79169 5.47339 -2.35067
C 1.94643 4.18896 0.03680
N 1.42397 3.59856 1.22618
C 0.66566 2.43053 0.86147
C 0.02817 1.59618 2.05518
H -2.33517 -2.11539 -2.89855
H -3.25346 -2.57168 -1.29609
H -2.93739 -3.83805 -2.63279
H -0.48139 -4.08617 -1.95082
H -0.50183 -2.25976 -1.33749
H 0.29376 -3.49620 2.96175
H 0.80743 -1.89885 2.15852
H -1.71382 -2.66268 3.67709
H -2.31767 -2.37157 1.96690
H -0.73829 -0.38561 3.92597
H -2.51817 -0.21912 3.23040
H -1.74618 -1.14204 0.17886
H -0.62971 0.24406 -1.89295
H 1.60517 5.40876 -3.59671
H 2.99994 3.55243 -3.81206
H 4.62079 5.07043 -2.84160
H 2.61068 5.12438 0.17437
H 0.20732 1.96004 3.13644
K 1.73424 -2.46838 -1.16798
*
```

Here is C4H9NO3 as an isolated structure at a distorted geometry from the OMol25 dataset. Energies are from ωB97M-V/def2-TZVPD.

- E_HOMO: -0.3793 Ha
- Gap between HOMO and LUMO: 11.07 eV
- E_LUMO: 0.7 eV
- ΔE to the lowest compared entry with this formula, charge and spin: 2.627 eV

```
! wB97M-V def2-TZVPD RIJCOSX def2/J DEFGRID3
* xyz 0 1
C 1.52958 -0.29476 -0.10728
C 0.09038 -0.81209 -0.11927
C 1.74135 0.82950 -1.11557
C -2.60264 -0.10088 0.05587
N -2.75975 -0.06278 1.31872
O -0.79160 0.21942 0.32753
O 1.89815 0.10279 1.21149
O -2.89109 -0.34934 -1.05254
H 1.40599 0.90610 1.42158
H 2.18644 -1.13602 -0.34566
H -3.66477 0.02707 1.75099
H -1.30004 0.10803 1.35265
H -0.21577 -1.08138 -1.13334
H 0.00021 -1.68866 0.53044
H 1.05695 1.65451 -0.91070
H 2.76507 1.19753 -1.05316
H 1.55153 0.48096 -2.13175
*
```

Here is C4H7LiO2Tm as an isolated structure at a distorted geometry from the OMol25 dataset. Energies are from ωB97M-V/def2-TZVPD.

- E_HOMO (alpha / beta): -0.4247 / -0.5966 Ha
- Gap between HOMO and LUMO (alpha / beta): 3.55 / 6.87 eV
- E_LUMO (alpha / beta): -8.0 / -9.4 eV
- ΔE to the lowest compared entry with this formula, charge and spin: 0.458 eV

```
! wB97M-V def2-TZVPD RIJCOSX def2/J DEFGRID3
* xyz 2 4
O -0.58957 -1.72395 -0.76888
C 0.58902 -1.50732 -0.53005
C 1.09105 -0.25737 0.09977
Li -1.60546 -3.24099 -1.18382
H 1.33778 -2.30028 -0.73576
H 1.52416 -0.49205 1.08136
H 1.92496 0.06976 -0.54989
C 0.59195 2.07078 0.82509
C 0.04727 0.85774 0.16271
O -0.01587 3.23726 0.47444
H 1.01120 2.01981 1.83507
H -0.86892 0.48703 0.66101
H -0.32750 1.13028 -0.84779
H 0.40750 3.98468 0.90750
Tm -5.11759 -4.33537 -1.43076
*
```

Here is the molecule C3H4FNS2 at a distorted geometry from the OMol25 dataset. Energies are from ωB97M-V/def2-TZVPD.

- E_HOMO: -0.3301 Ha
- Gap between HOMO and LUMO: 8.71 eV
- E_LUMO: -0.3 eV
- ΔE to the lowest compared entry with this formula, charge and spin: 0.860 eV

```
! wB97M-V def2-TZVPD RIJCOSX def2/J DEFGRID3
* xyz 0 1
C -0.65847 -0.87005 -0.07362
C -0.85432 0.63740 0.00184
C -0.26432 1.64457 -0.59951
H 2.40176 -0.20398 1.19371
H 0.68477 -2.38301 0.41778
H 0.65045 1.58425 -1.15085
H -0.75620 2.55237 -0.44098
N 0.61307 -1.36797 0.26308
F -1.98609 0.89068 0.65003
S 2.12460 -0.64606 -0.02340
S -1.95525 -1.83820 -0.23808
*
```